# C14H33F5N6O17SSi

7 unconnected molecules or ions with the total composition C14H33F5N6O17SSi in a non-equilibrium geometry (ωB97M-V/def2-TZVPD, the Open Molecules 2025 dataset).

Results
* HOMO energy: -9.57 eV
* structure (SMILES): COC[Si@](C)(OC[C@@H](C)O)S(=O)(=O)C(F)(F)C(F)(F)F.C[N+](=O)[O-].C[N+](=O)[O-].C[N+](=O)[O-].C[N+](=O)[O-].C[N+](=O)[O-].C[N+](=O)[O-]
* lowest unoccupied orbital energy: -0.14 eV
* total energy: -3347.2940 hartree

ORCA input file:
```
! RIJCOSX wB97M-V def2-TZVPD def2/J DEFGRID3
* xyz 0 1
C -0.062 1.655 -2.463
O 0.259 1.476 -1.087
C 1.060 0.314 -0.891
Si 0.764 -0.411 0.829
C 2.367 -0.519 1.775
O -0.095 -1.827 0.830
C 0.362 -2.827 -0.094
C -0.831 -3.292 -0.940
C -0.455 -3.644 -2.364
O -1.470 -4.408 -0.348
S -0.539 1.043 1.898
O -0.004 2.375 1.814
O -0.694 0.547 3.245
C -2.257 0.973 1.142
F -2.986 0.171 1.924
F -2.232 0.431 -0.073
C -2.969 2.348 1.100
F -2.382 3.148 0.221
F -2.960 2.882 2.311
F -4.235 2.168 0.722
H 0.804 1.479 -3.093
H -0.418 2.666 -2.607
H -0.882 0.979 -2.701
H 0.949 -0.401 -1.708
H 2.096 0.644 -0.911
H 2.315 0.089 2.673
H 2.502 -1.570 2.021
H 3.191 -0.199 1.142
H 1.195 -2.502 -0.714
H 0.670 -3.690 0.490
H -1.541 -2.462 -0.920
H -0.053 -4.647 -2.417
H 0.308 -2.950 -2.695
H -1.325 -3.549 -2.995
H -1.688 -4.193 0.565
C -3.888 -1.054 -4.364
N -2.483 -1.417 -4.700
O -2.302 -2.348 -5.454
O -1.610 -0.746 -4.187
H -4.551 -1.731 -4.888
H -3.998 -1.148 -3.288
H -4.043 -0.027 -4.681
C 4.259 3.287 1.338
N 4.817 2.288 0.386
O 5.940 2.455 -0.029
O 4.086 1.361 0.088
H 5.009 4.049 1.512
H 3.366 3.707 0.883
H 4.013 2.759 2.255
C -5.809 4.349 -1.234
N -5.965 4.456 -2.711
O -6.685 5.329 -3.143
O -5.348 3.654 -3.383
H -6.406 5.123 -0.766
H -6.147 3.361 -0.939
H -4.755 4.478 -1.010
C -2.484 5.900 -2.388
N -1.083 5.534 -2.727
O -0.915 4.598 -3.482
O -0.205 6.199 -2.223
H -3.149 5.221 -2.910
H -2.588 5.809 -1.310
H -2.639 6.926 -2.706
C 1.562 -3.867 4.575
N 2.955 -3.350 4.528
O 3.664 -3.535 5.493
O 3.292 -2.770 3.514
H 1.411 -4.356 5.529
H 0.895 -3.016 4.458
H 1.451 -4.567 3.753
C 6.302 -5.250 4.492
N 5.485 -6.051 3.540
O 6.044 -6.545 2.586
O 4.300 -6.151 3.789
H 7.328 -5.248 4.144
H 5.888 -4.246 4.511
H 6.217 -5.719 5.467
*
```

Here are the Löwdin charges for atoms 1 to 4, given in e: -0.0763, -0.2668, -0.2384, 0.5668

---

# C4H13NO3

3 unconnected molecules or ions with the total composition C4H13NO3 in a non-equilibrium geometry (ωB97M-V/def2-TZVPD, the Open Molecules 2025 dataset).

Results
* HOMO energy: -10.13 eV
* structure (SMILES): CCNC(C)=O.O.O
* lowest unoccupied orbital energy: 0.64 eV
* total energy: -440.6962 hartree
* relative energy (zero: lowest compared OMol25 entry of this formula, charge and spin): 0.5181 eV

ORCA input file:
```
! RIJCOSX wB97M-V def2-TZVPD def2/J DEFGRID3
* xyz 0 1
C 2.049 -0.131 1.931
C 2.011 -0.566 0.491
N 0.757 -0.151 -0.175
C 0.339 1.093 -0.519
C 1.350 2.202 -0.416
O -0.747 1.227 -1.073
H 2.996 -0.459 2.377
H 1.312 -0.608 2.573
H 1.989 0.947 2.035
H 2.815 -0.375 -0.219
H 1.995 -1.645 0.374
H 0.065 -0.867 -0.318
H 1.279 2.711 -1.378
H 1.017 2.944 0.311
H 2.360 1.872 -0.217
O -2.216 -2.759 0.420
H -2.592 -1.997 -0.061
H -1.395 -2.432 0.793
O -2.854 -0.437 -0.948
H -3.669 0.001 -0.671
H -2.266 0.332 -1.133
*
```

Here are the Löwdin charges for atoms 1 to 4, given in e: -0.0801, -0.2368, 0.0643, -0.5082

---

# C4H11N3O

2 unconnected molecules or ions with the total composition C4H11N3O in a non-equilibrium geometry (ωB97M-V/def2-TZVPD, the Open Molecules 2025 dataset).

Results
* HOMO energy: -7.78 eV
* lowest unoccupied orbital energy: 0.75 eV
* total energy: -398.4424 hartree
* relative energy (zero: lowest compared OMol25 entry of this formula, charge and spin): 3.0424 eV

ORCA input file:
```
! RIJCOSX wB97M-V def2-TZVPD def2/J DEFGRID3
* xyz 0 1
C 0.485 1.207 -0.977
C 1.779 -1.747 -1.339
N 0.520 -2.168 -1.583
O 2.565 -1.405 -2.189
H -0.108 -2.362 -0.822
H 0.173 -2.175 -2.531
H -0.204 0.865 -1.749
H 0.560 2.292 -0.987
H 1.472 0.814 -1.197
C -1.734 0.858 2.133
N 0.696 -0.213 0.875
C -1.147 1.239 0.817
N -0.037 0.723 0.359
H 0.318 -0.535 1.764
H 1.968 -1.663 -0.210
H -1.631 1.991 0.216
H -2.747 1.241 2.202
H -1.153 1.265 2.962
H -1.776 -0.227 2.255
*
```

Here are the Löwdin charges for atoms 1 to 4, given in e: 0.0042, -0.4883, 0.1102, -0.0102